No. 1
The following is a DFT calculation (wB97M-V/def2-TZVPD) of a single C4H10S molecule in a non-equilibrium geometry.

```
15
Properties=species:S:1:pos:R:3:forces:R:3
C -2.2390 -0.1225 0.0627 -1.367 0.638 -1.148
C -0.7802 -0.0407 -0.4589 -0.927 -1.038 -2.276
C 0.2285 -0.9257 0.2094 1.108 -1.417 0.684
S 2.1230 -0.8419 -0.1510 -3.003 -2.268 -0.741
C 2.3829 0.8055 0.0416 3.178 2.025 0.520
H -2.3780 0.1694 1.0988 0.445 -0.171 0.388
H -2.8916 0.6926 -0.4791 1.264 -1.694 0.637
H -2.7323 -1.1133 -0.0761 0.435 0.700 -0.003
H -0.7952 -0.3176 -1.5544 -0.010 0.824 0.904
H -0.5551 0.9858 -0.3123 0.756 1.039 -0.258
H 0.2679 -1.9919 -0.1330 -1.357 0.713 0.680
H -0.1035 -0.7789 1.2611 1.320 -0.822 -0.010
H 3.4385 1.0103 -0.3550 -1.564 0.185 0.599
H 2.3564 0.9390 1.0857 0.718 0.644 1.602
H 1.6776 1.5299 -0.2396 -0.994 0.640 -1.577
```
Forces are in eV/Å.

As for the SMILES: CCCSC. Its energy above the lowest of the compared OMol25 structures with the same formula, charge and spin is 1.3803 eV. Its HOMO energy is -8.377 eV. The calculation puts the HOMO-LUMO gap at 9.44 eV. As for the multiplicity: 1. For the maximum force, the calculation gives 3.84 eV/A. Its total energy is -15143.9872 eV.

Here are the Löwdin charges for atoms 1 to 8, given in e: -0.127 -0.340 -0.450 0.794 -0.546 0.054 0.104 0.075

No. 2
The following is a DFT calculation (wB97M-V/def2-TZVPD) of a single C4H10S molecule.

```
15
Properties=species:S:1:pos:R:3:forces:R:3
C 1.9325 0.2237 1.0670 -0.084 0.309 -0.729
C 1.4474 0.1713 -0.3926 -0.300 -0.240 0.294
C -0.0591 0.3653 -0.6315 0.341 0.294 0.246
S -1.0139 -0.4999 0.6462 -0.050 -0.199 -0.215
C -2.6420 -0.6103 -0.1423 0.277 -0.015 0.480
H 1.7087 -0.7087 1.5708 0.051 -0.081 0.225
H 1.4827 1.0445 1.6133 -0.164 0.156 0.146
H 3.0046 0.4044 1.0458 0.129 -0.216 0.229
H 1.9954 0.9119 -0.9766 -0.057 -0.054 -0.140
H 1.6793 -0.8244 -0.7752 0.245 0.073 -0.146
H -0.3535 1.4092 -0.5523 0.153 0.224 -0.096
H -0.2709 0.0403 -1.6521 -0.310 -0.217 0.179
H -2.6990 -1.5197 -0.7139 -0.125 -0.293 -0.343
H -2.8430 0.2456 -0.7732 -0.030 0.215 -0.038
H -3.3693 -0.6533 0.6666 -0.077 0.046 -0.093
```
Forces are in eV/Å.

As for the SMILES: CCCSC. Its energy above the lowest of the compared OMol25 structures with the same formula, charge and spin is 0.1166 eV. Its HOMO energy is -8.390 eV. The calculation puts the HOMO-LUMO gap at 9.48 eV. As for the multiplicity: 1. For the maximum force, the calculation gives 0.80 eV/A. Its total energy is -15145.2508 eV.

Here are the Löwdin charges for atoms 1 to 8, given in e: -0.145 -0.327 -0.519 0.796 -0.417 0.054 0.066 0.067

No. 3
The following is a DFT calculation (wB97M-V/def2-TZVPD) of a single C4H10S molecule in a non-equilibrium geometry.

```
15
Properties=species:S:1:pos:R:3:forces:R:3
C -1.8086 -0.5665 1.1468 1.137 1.223 -0.502
C -1.1083 -0.2756 -0.2180 0.441 0.858 1.408
C 0.4124 -0.2476 0.0359 -0.767 -0.161 1.383
C 1.2366 0.4163 -1.0379 1.208 -0.699 -0.676
S 3.0590 0.3081 -0.7432 0.001 0.676 0.365
H -2.8517 -0.2499 1.1737 -0.118 -0.669 -0.196
H -1.3113 0.1490 1.8456 -0.312 -0.830 -0.094
H -1.5963 -1.5992 1.4321 -0.456 0.164 0.287
H -1.3886 -0.9692 -0.9969 -0.128 -0.031 -0.318
H -1.3216 0.7605 -0.4629 -0.638 0.040 -0.604
H 0.5656 0.4084 0.9216 -0.127 -0.393 -0.320
H 0.6451 -1.2530 0.4374 0.783 0.316 -0.817
H 1.1791 0.0067 -2.0632 -0.658 0.243 0.551
H 1.0421 1.4846 -1.0212 -0.348 -0.057 -0.380
H 3.2465 1.6275 -0.4498 -0.018 -0.680 -0.086
```
Forces are in eV/Å.

As for the SMILES: CCCCS. Its energy above the lowest of the compared OMol25 structures with the same formula, charge and spin is 0.4300 eV. Its HOMO energy is -8.995 eV. The calculation puts the HOMO-LUMO gap at 9.97 eV. As for the multiplicity: 1. For the maximum force, the calculation gives 1.74 eV/A. Its total energy is -15144.9374 eV.

Here are the Löwdin charges for atoms 1 to 8, given in e: -0.109 -0.263 -0.330 -0.567 0.656 0.063 0.075 0.071

No. 4
The following is a DFT calculation (wB97M-V/def2-TZVPD) of a single C4H10S molecule in a non-equilibrium geometry.

```
15
Properties=species:S:1:pos:R:3:forces:R:3
C 0.7808 -0.8091 1.2086 0.911 0.339 0.654
C -0.4472 -1.0050 0.3455 0.115 -0.044 0.790
C -0.3558 -0.3732 -1.0319 0.460 0.096 0.173
C 0.0850 1.0928 -1.0235 -0.906 -0.115 0.398
S -1.2444 2.1495 -0.3283 -0.155 0.174 0.061
H 0.8507 -1.5105 2.0440 -0.309 -0.045 -0.088
H 0.8638 0.1795 1.6620 -0.379 0.179 0.020
H 1.7328 -0.9008 0.6991 0.165 -0.307 -0.570
H -0.6022 -2.0701 0.2785 -0.136 -0.470 -0.444
H -1.2810 -0.6608 0.9496 -0.391 0.351 -0.275
H 0.4295 -0.9269 -1.5669 -0.319 0.020 -0.225
H -1.3131 -0.4523 -1.5574 0.215 -0.143 -0.065
H 0.9813 1.2375 -0.4253 0.108 0.089 -0.332
H 0.1798 1.4489 -2.0431 0.487 0.017 -0.044
H -0.6601 2.6006 0.7890 0.132 -0.142 -0.052
```
Forces are in eV/Å.

As for the SMILES: CCCCS. Its energy above the lowest of the compared OMol25 structures with the same formula, charge and spin is 0.0881 eV. Its HOMO energy is -8.966 eV. The calculation puts the HOMO-LUMO gap at 9.91 eV. As for the multiplicity: 1. For the maximum force, the calculation gives 1.17 eV/A. Its total energy is -15145.2794 eV.

Here are the Löwdin charges for atoms 1 to 8, given in e: -0.131 -0.290 -0.297 -0.545 0.689 0.073 0.065 0.070

No. 5
The following is a DFT calculation (wB97M-V/def2-TZVPD) of 2 unconnected molecules or ions with the total composition C4H10S2 in a non-equilibrium geometry.

```
16
Properties=species:S:1:pos:R:3:forces:R:3
C 3.1043 0.5409 0.2951 -0.561 1.915 0.141
C 2.4690 -0.3194 -0.7981 2.294 -0.309 -0.398
S 1.4401 -1.7307 -0.1623 0.635 1.705 -0.257
C 0.1731 -0.6989 0.6722 -0.435 0.457 -2.643
H 2.2420 1.1940 0.7019 1.642 -1.041 0.136
H 3.7934 1.2954 -0.2219 -0.776 -1.010 0.726
H 3.7032 -0.0110 1.0637 -0.845 0.487 -0.560
H 3.4089 -0.6609 -1.3833 -1.989 -0.239 0.543
H 1.9390 0.4107 -1.4314 -0.278 -0.806 -0.047
H -0.3876 -0.1067 -0.1710 0.943 -0.946 1.811
H 0.5199 -0.0559 1.4664 0.259 0.081 0.056
H -0.4643 -1.4601 1.0537 -0.894 -0.295 0.491
C -5.4720 0.5056 -0.2765 0.163 0.185 -0.249
S -5.6471 -1.0626 -0.0180 0.063 0.114 0.033
H -4.4956 0.9793 -0.4490 -0.274 -0.227 0.137
H -6.3261 1.1804 -0.3415 0.055 -0.071 0.081
```
Forces are in eV/Å.

As for the SMILES: CCSC.C=S. Its energy above the lowest of the compared OMol25 structures with the same formula, charge and spin is 2.2040 eV. Its HOMO energy is -8.617 eV. The calculation puts the HOMO-LUMO gap at 8.20 eV. As for the multiplicity: 1. For the maximum force, the calculation gives 2.72 eV/A. Its total energy is -25978.7804 eV.

Here are the Löwdin charges for atoms 1 to 8, given in e: -0.216 -0.591 0.744 -0.424 0.076 0.084 0.078 0.093

No. 6
The following is a DFT calculation (wB97M-V/def2-TZVPD) of a single C4H10S2 molecule in a non-equilibrium geometry.

```
16
Properties=species:S:1:pos:R:3:forces:R:3
C 0.4173 0.5720 2.1484 -1.958 -0.931 1.542
C -0.5146 -0.1668 1.1415 0.723 -0.801 0.878
C -0.8315 0.7674 -0.0336 -0.758 -0.482 -0.824
S 0.4639 1.6470 -1.0129 1.470 -3.378 0.937
S 1.6293 -0.6629 -1.1810 0.784 4.263 1.968
C 0.4768 -0.9772 -2.3649 1.179 -3.828 -2.256
H 0.3738 0.0112 3.1475 0.746 0.558 -1.456
H 1.3417 0.5304 1.6063 0.971 0.423 0.600
H 0.0987 1.6176 2.4459 0.339 -1.036 -0.905
H 0.0108 -1.2347 0.8730 -1.286 2.932 0.213
H -1.5049 -0.4748 1.5590 0.655 0.453 -0.096
H -1.4284 0.0970 -0.6763 0.039 0.814 -0.336
H -1.4626 1.6427 0.2375 0.128 -0.760 0.274
H 0.5513 -2.1336 -2.3372 -1.038 1.447 -0.471
H -0.4528 -0.5537 -2.2189 -2.063 0.170 0.521
H 0.8314 -0.6817 -3.3343 0.070 0.155 -0.591
```
Forces are in eV/Å.

As for the SMILES: CCCSSC. Its energy above the lowest of the compared OMol25 structures with the same formula, charge and spin is 2.8740 eV. Its HOMO energy is -8.904 eV. The calculation puts the HOMO-LUMO gap at 7.59 eV. As for the multiplicity: 1. For the maximum force, the calculation gives 4.76 eV/A. Its total energy is -25978.1104 eV.

Here are the Löwdin charges for atoms 1 to 8, given in e: -0.148 -0.371 -0.649 0.593 0.621 -0.647 0.087 0.024

No. 7
The following is a DFT calculation (wB97M-V/def2-TZVPD) of a gas-phase ion, C4H10S2 (charge +1) in a non-equilibrium geometry.

```
16
Properties=species:S:1:pos:R:3:forces:R:3
C -3.2550 0.5585 -0.4860 0.297 -0.425 0.235
C -1.9243 0.8403 0.2084 -0.119 0.257 0.878
S -0.9853 -0.7291 0.2214 0.853 -0.260 -1.522
S 0.8938 -0.0958 0.4803 -0.029 1.481 0.798
C 2.2445 -0.0071 -0.8119 0.148 -1.674 -0.714
C 3.5090 0.3410 -0.0615 -0.244 0.427 0.904
H -3.8363 1.4763 -0.5510 0.054 0.019 0.030
H -3.0677 0.1705 -1.4848 -0.127 0.102 -0.131
H -3.8215 -0.1891 0.0653 -0.164 0.050 0.006
H -1.3502 1.6042 -0.3059 0.224 -0.163 -0.082
H -2.0027 1.1205 1.2628 -0.313 0.172 -0.160
H 1.9997 0.7257 -1.5765 -0.535 0.153 0.206
H 2.3310 -0.9844 -1.2808 -0.078 -0.034 -0.103
H 3.4341 1.3551 0.3310 0.148 0.019 0.030
H 3.6820 -0.3273 0.7831 0.033 -0.056 -0.095
H 4.3843 0.2918 -0.7045 -0.147 -0.068 -0.282
```
Forces are in eV/Å.

Its energy above the lowest of the compared OMol25 structures with the same formula, charge and spin is 0.7531 eV. Its HOMO energy (alpha / beta) is -14.912 / -14.501 eV. The expectation value of S² is 0.756. The calculation puts the HOMO-LUMO gap (alpha / beta) at 10.56 / 6.33 eV. As for the multiplicity: 2. For the maximum force, the calculation gives 1.83 eV/A. Its net charge is +1. Its total energy is -25972.0693 eV.

Here are the Löwdin charges for atoms 1 to 8, given in e: -0.140 -0.519 0.709 0.688 -0.452 -0.158 0.097 0.078

No. 8
The following is a DFT calculation (wB97M-V/def2-TZVPD) of a single C4H10Se2 molecule in a non-equilibrium geometry.

```
16
Properties=species:S:1:pos:R:3:forces:R:3
C -2.0406 -1.7531 0.1791 0.017 0.155 -0.074
C 2.9670 0.1880 -0.2069 0.813 1.064 -0.771
C -1.3826 1.0888 0.4711 3.175 -0.967 -1.802
C 0.1621 0.8651 -0.4456 -2.901 2.116 1.248
Se -2.8179 -0.0064 -0.2100 -0.087 -0.006 0.021
Se 1.2451 -0.5443 0.3401 -0.951 -3.075 2.012
H -1.5562 -1.7054 1.1524 -0.045 -0.106 -0.065
H -2.8437 -2.4878 0.1900 -0.026 0.067 -0.014
H -1.3133 -2.0050 -0.5918 -0.038 -0.068 0.143
H 3.7325 -0.5364 0.0492 -0.220 -0.104 0.101
H 2.9525 0.3536 -1.2797 0.135 0.248 -0.346
H 3.1421 1.1220 0.3236 0.079 0.248 -0.001
H -1.1713 0.8441 1.5095 -0.022 0.053 0.043
H -1.6557 2.1327 0.3486 0.022 -0.008 0.001
H 0.6942 1.8068 -0.3590 0.014 0.408 -0.332
H -0.1140 0.6373 -1.4705 0.035 -0.024 -0.165
```
Forces are in eV/Å.

Its HOMO energy (alpha / beta) is -3.842 / -8.293 eV. The expectation value of S² is 2.004. The calculation puts the HOMO-LUMO gap (alpha / beta) at 4.53 / 5.91 eV. As for the multiplicity: 3. For the maximum force, the calculation gives 3.80 eV/A. Its total energy is -134996.9129 eV.

Here are the Löwdin charges for atoms 1 to 8, given in e: -0.448 -0.435 -0.525 -0.487 0.852 0.877 0.006 0.013

No. 9
The following is a DFT calculation (wB97M-V/def2-TZVPD) of 2 unconnected molecules or ions with the total composition C4H10Si in a non-equilibrium geometry.

```
15
Properties=species:S:1:pos:R:3:forces:R:3
C -0.2547 -0.9263 1.1038 1.987 -2.406 -0.905
C 0.1528 0.0506 -0.0267 0.566 0.257 -0.039
C 1.6025 0.6121 -0.0552 -0.707 -4.290 3.958
C -0.7647 1.2442 -0.1190 -1.591 -2.661 0.605
Si -0.5934 -1.5797 -0.6772 -0.862 1.974 0.513
H 0.6179 -1.6069 1.4839 -1.479 1.365 -0.538
H -0.9720 -0.7459 1.8792 -0.309 0.467 0.141
H 2.3261 -0.2759 -0.0374 -0.603 1.591 -0.243
H 1.6693 1.1465 0.9228 0.387 -0.294 -0.557
H 1.7376 1.2905 -0.7875 0.669 1.907 -2.753
H -0.4260 1.8300 -0.9122 -0.498 0.753 -2.048
H -0.6127 1.8872 0.6897 0.092 0.846 1.906
H -1.8151 0.8188 -0.0691 0.833 1.326 -0.663
H 0.2539 -2.6110 -1.2327 0.322 -0.560 -0.186
H -2.9215 -1.1342 -2.1625 1.193 -0.275 0.808
```
Forces are in eV/Å.

Its energy above the lowest of the compared OMol25 structures with the same formula, charge and spin is 4.3831 eV. Its HOMO energy (alpha / beta) is -8.791 / -8.435 eV. The calculation puts the HOMO-LUMO gap (alpha / beta) at 7.79 / 7.78 eV. As for the multiplicity: 1. For the maximum force, the calculation gives 5.88 eV/A. Its total energy is -12181.8180 eV.

Here are the Löwdin charges for atoms 1 to 8, given in e: -0.254 -0.717 -0.075 -0.133 0.729 0.088 0.043 0.100

No. 10
The following is a DFT calculation (wB97M-V/def2-TZVPD) of a single C4H11BINO2 molecule in a non-equilibrium geometry.

```
20
Properties=species:S:1:pos:R:3:forces:R:3
B -0.2464 0.5397 -0.2479 -0.706 0.006 1.370
C -1.8844 2.6242 -0.5972 0.150 -0.293 1.229
C 0.3872 -2.9734 0.4701 -0.036 0.581 0.286
C -1.1624 1.6760 0.4203 -0.801 0.199 -1.248
C 0.9371 -1.5694 0.0593 0.532 -2.162 -1.220
N 2.3254 -1.3937 0.5658 -4.032 -1.678 2.923
O 0.3572 0.6999 -1.4535 0.347 -0.810 0.167
O -0.1006 -0.6608 0.4775 1.568 0.910 -0.939
I 3.5304 0.1381 -0.0025 2.559 2.771 -1.251
H -2.8729 2.2693 -0.8576 0.139 -0.657 -0.873
H -2.1835 3.5576 -0.1089 0.715 0.200 -0.103
H -1.1791 2.7831 -1.4107 -0.690 0.444 -0.417
H 0.1409 -2.8274 1.5587 -0.365 -0.463 -1.085
H 1.0873 -3.8261 0.4238 0.031 0.691 -0.245
H -0.4785 -3.2178 -0.1994 0.474 0.263 1.030
H -0.6201 2.3583 1.0346 1.065 0.208 0.620
H -1.9115 1.2883 1.0889 -0.211 -0.583 0.316
H 1.1423 -1.5193 -1.0305 -0.786 0.138 0.432
H 2.3505 -1.5341 1.6000 0.222 -0.239 -0.786
H 0.3812 1.5876 -1.7908 -0.174 0.472 -0.205
```
Forces are in eV/Å.

Its HOMO energy (alpha / beta) is -5.982 / -9.410 eV. The expectation value of S² is 2.010. The calculation puts the HOMO-LUMO gap (alpha / beta) at 6.53 / 7.09 eV. As for the multiplicity: 3. For the maximum force, the calculation gives 5.26 eV/A. Its total energy is -18687.3887 eV.

Here are the Löwdin charges for atoms 1 to 8, given in e: -0.628 -0.103 -0.038 -0.114 -0.496 -0.467 0.143 0.066